(1)
ORCA calculation (ωB97M-V with the def2-TZVPD basis set) on a cluster of 2 separate species, C2H8Cl4N3P2 in total in a non-equilibrium geometry.

Each line ends with the natural charge from an NBO analysis.
Geometry (Å):
1 C -3.103 -4.068 -0.106  0.136
2 C 3.985 0.815 -2.049  -0.426
3 N 1.590 -0.481 -0.197  -1.490
4 N -3.225 -2.874 0.269  -0.582
5 N 3.787 1.064 -0.659  -0.952
6 P 0.494 -1.208 -1.210  1.116
7 P 3.058 -0.151 0.279  1.804
8 Cl 0.582 -3.091 -0.474  -0.339
9 Cl -1.234 -0.513 -0.301  -0.349
10 Cl 4.167 -1.822 0.172  -0.207
11 Cl 3.102 0.544 2.120  -0.153
12 H -3.514 -5.048 0.274  0.256
13 H -2.331 -4.295 -0.905  0.235
14 H -2.610 -2.067 -0.021  0.455
15 H 4.075 -0.200 -2.256  0.204
16 H 2.985 1.270 -2.640  0.195
17 H 4.855 1.360 -2.574  0.243
18 H -3.859 -2.605 0.970  0.426
19 H 4.363 1.717 -0.143  0.430

Force components x, y, z for each atom (eV/Å):
2.2 -2.4 -1.6
-2.0 3.9 -3.2
0.9 0.1 -0.3
0.5 0.5 -0.2
-0.2 -1.2 2.6
2.7 1.6 0.3
-2.0 0.7 -2.8
-0.4 -1.4 0.4
-1.1 0.3 0.6
0.2 0.2 0.3
0.2 0.0 0.2
-0.5 1.8 0.1
-0.9 0.7 0.9
-0.1 -0.7 -0.5
0.1 -1.9 -0.5
2.6 -1.5 1.3
-1.2 -0.8 1.4
-1.2 0.1 1.3
0.1 -0.1 -0.3

For the total energy, the calculation gives -75337.074 eV. The calculation puts the molar mass at 277.87 Da. The relative energy (zero: lowest compared OMol25 entry of this formula, charge and spin) is 0.249 eV. The calculation puts the HOMO-LUMO gap at 7.173 eV. The net charge is +1.

***

(2)
ORCA calculation (ωB97M-V with the def2-TZVPD basis set) on an isolated molecule of C7H10 in a non-equilibrium geometry.

Each line ends with the natural charge from an NBO analysis.
Geometry (Å):
1 C 2.275 2.779 -0.814  -0.373
2 C 2.270 1.459 -0.833  -0.219
3 C 1.542 0.581 0.096  -0.218
4 C 0.488 -0.152 -0.272  -0.187
5 C -0.538 -0.651 0.657  -0.228
6 C -1.407 -1.589 0.291  -0.149
7 C -2.773 -1.991 0.749  -0.658
8 H 1.997 3.484 -0.031  0.192
9 H 2.659 3.396 -1.626  0.193
10 H 2.703 1.020 -1.725  0.206
11 H 1.759 0.580 1.158  0.203
12 H 0.231 -0.286 -1.302  0.195
13 H -0.491 -0.242 1.664  0.199
14 H -1.207 -2.036 -0.673  0.180
15 H -2.863 -2.495 1.724  0.220
16 H -3.401 -1.121 0.823  0.226
17 H -3.244 -2.737 0.115  0.219

Force components x, y, z for each atom (eV/Å):
0.6 1.6 0.2
-0.1 -0.2 -0.6
-0.4 -0.1 0.4
0.0 0.0 0.5
0.7 -0.5 0.7
-0.4 -0.2 -1.1
0.0 -0.7 1.5
-0.6 -0.8 0.4
0.3 -0.7 -0.2
-0.1 -0.3 -0.1
0.1 0.5 0.1
0.0 0.1 -0.6
-0.4 0.2 -0.1
0.2 0.1 -0.4
0.5 0.4 0.1
-0.4 0.3 -0.1
0.1 0.3 -0.6

For the total energy, the calculation gives -7418.657 eV. The calculation puts the molar mass at 94.16 Da. The SMILES is C=C/C=C/C=C/C. The relative energy (zero: lowest compared OMol25 entry of this formula, charge and spin) is 2.377 eV. The calculation puts the HOMO-LUMO gap at 9.209 eV. The net charge is 0.

***

(3)
ORCA calculation (ωB97M-V with the def2-TZVPD basis set) on a structure of composition C46H73O2PPtSe in a non-equilibrium geometry.

Each line ends with the Mulliken charge.
Geometry (Å):
1 Pt -0.107 -0.187 -1.483  3.525
2 C -5.203 5.371 0.843  -1.751
3 C -3.738 5.146 1.251  1.901
4 C -2.912 6.315 0.710  -1.812
5 C -3.624 5.142 2.782  -1.578
6 C -3.254 3.806 0.703  -1.127
7 C -2.140 3.672 -0.103  -0.229
8 C -1.755 2.414 -0.541  0.163
9 Se -0.168 2.255 -1.615  -0.092
10 C 1.271 2.465 -0.351  1.274
11 C 1.487 3.718 0.192  -1.107
12 C 2.531 3.929 1.074  -0.918
13 C 3.373 2.841 1.311  0.008
14 C 3.199 1.577 0.764  -0.529
15 C 2.080 1.347 -0.088  -0.660
16 O 1.828 0.146 -0.583  -1.125
17 C 4.178 0.445 1.093  2.617
18 C 5.368 0.916 1.932  -2.508
19 C 4.752 -0.163 -0.198  -1.576
20 C 3.431 -0.628 1.901  -1.199
21 C 2.750 5.303 1.705  2.187
22 C 3.783 5.261 2.834  -2.209
23 C 1.425 5.817 2.292  -1.742
24 C 3.237 6.284 0.629  -1.666
25 C -2.471 1.230 -0.288  0.929
26 O -2.102 0.069 -0.775  -1.179
27 C -3.617 1.364 0.545  0.078
28 C -3.941 2.629 1.012  -0.349
29 C -4.499 0.191 1.013  2.359
30 C -5.978 0.497 0.727  -1.736
31 C -4.291 0.022 2.527  -1.763
32 C -4.200 -1.160 0.350  -2.237
33 H -5.539 6.358 1.167  0.464
34 H -5.865 4.627 1.289  0.331
35 H -5.307 5.310 -0.242  0.373
36 H -3.311 7.255 1.093  0.470
37 H -2.950 6.353 -0.381  0.382
38 H -1.869 6.242 1.025  0.112
39 H -3.997 6.080 3.198  0.472
40 H -2.581 5.022 3.081  0.282
41 H -4.197 4.323 3.220  0.302
42 H -1.553 4.530 -0.405  0.549
43 H 0.830 4.532 -0.095  0.228
44 H 4.220 2.993 1.961  0.496
45 H 5.944 1.686 1.414  0.454
46 H 6.030 0.067 2.111  0.444
47 H 5.061 1.303 2.906  0.469
48 H 5.362 0.576 -0.723  0.459
49 H 3.955 -0.485 -0.863  0.017
50 H 5.384 -1.022 0.038  0.448
51 H 3.079 -0.210 2.847  0.450
52 H 4.086 -1.476 2.121  0.464
53 H 2.569 -0.984 1.343  -0.237
54 H 3.531 4.497 3.573  0.428
55 H 3.807 6.226 3.342  0.455
56 H 4.788 5.064 2.457  0.383
57 H 1.007 5.088 2.989  0.379
58 H 0.687 6.001 1.510  0.247
59 H 1.584 6.756 2.826  0.504
60 H 4.169 5.932 0.181  0.355
61 H 3.416 7.272 1.062  0.451
62 H 2.497 6.389 -0.166  0.295
63 H -4.795 2.710 1.673  0.296
64 H -6.316 1.430 1.177  0.293
65 H -6.602 -0.308 1.123  0.451
66 H -6.150 0.558 -0.349  0.427
67 H -4.603 0.914 3.074  0.381
68 H -3.236 -0.153 2.746  0.269
69 H -4.869 -0.828 2.900  0.480
70 H -4.275 -1.097 -0.735  0.493
71 H -4.929 -1.893 0.707  0.548
72 H -3.203 -1.519 0.602  0.105
73 C -2.376 -5.931 -2.837  -0.828
74 C -3.001 -4.915 -1.886  -0.874
75 C -1.910 -4.076 -1.195  -0.027
76 C -0.654 -3.924 -2.077  0.987
77 C -1.097 -3.842 -3.541  -0.519
78 C -1.657 -5.203 -3.985  -0.942
79 P 0.359 -2.493 -1.503  -2.392
80 C 0.777 -2.842 0.284  2.118
81 C 1.132 -4.304 0.659  -0.908
82 C 0.453 -4.763 1.952  -0.868
83 C 0.693 -3.744 3.059  -0.773
84 C 0.077 -2.376 2.704  -0.938
85 C -0.295 -2.253 1.221  -0.685
86 C 2.011 -2.585 -2.337  1.606
87 C 1.971 -1.837 -3.685  -0.683
88 C 3.256 -2.087 -4.467  -0.890
89 C 3.408 -3.573 -4.844  -0.883
90 C 2.645 -4.505 -3.891  -0.524
91 C 2.665 -3.978 -2.459  -0.543
92 H -3.138 -6.601 -3.237  0.489
93 H -1.670 -6.554 -2.280  0.324
94 H -3.605 -5.416 -1.129  0.533
95 H -3.673 -4.267 -2.454  0.318
96 H -1.632 -4.551 -0.253  -0.220
97 H -2.312 -3.085 -0.963  -0.183
98 H -0.007 -4.798 -1.966  0.604
99 H -0.280 -3.560 -4.202  0.106
100 H -1.859 -3.063 -3.632  0.364
101 H -0.845 -5.829 -4.362  0.211
102 H -2.350 -5.049 -4.816  0.506
103 H 1.666 -2.218 0.393  -0.537
104 H 2.212 -4.375 0.810  0.386
105 H 0.878 -5.002 -0.139  0.311
106 H 0.860 -5.735 2.241  0.529
107 H -0.621 -4.900 1.797  0.232
108 H 1.774 -3.642 3.198  0.273
109 H 0.283 -4.112 4.001  0.483
110 H 0.776 -1.581 2.971  0.214
111 H -0.829 -2.207 3.289  0.480
112 H -0.448 -1.199 0.985  0.123
113 H -1.252 -2.748 1.047  0.125
114 H 2.621 -1.974 -1.666  -0.932
115 H 1.845 -0.770 -3.486  0.303
116 H 1.115 -2.146 -4.290  0.292
117 H 4.104 -1.766 -3.855  0.291
118 H 3.268 -1.473 -5.369  0.454
119 H 4.468 -3.839 -4.837  0.330
120 H 3.051 -3.737 -5.863  0.357
121 H 3.092 -5.501 -3.919  0.555
122 H 1.610 -4.617 -4.224  -0.139
123 H 3.705 -3.906 -2.129  0.500
124 H 2.186 -4.697 -1.794  0.269

Force components x, y, z for each atom (eV/Å):
0.1 1.0 1.2
0.1 0.0 0.0
0.0 0.0 0.0
0.0 -0.1 0.0
0.0 0.0 0.0
0.0 0.1 0.0
0.0 0.0 0.0
0.2 -0.1 -0.1
-0.1 -0.6 0.2
-0.1 -0.1 -0.1
0.0 0.1 -0.1
0.0 0.0 0.0
-0.1 0.0 0.0
0.1 -0.1 -0.1
-0.1 0.4 0.0
-0.3 -0.6 -0.9
0.0 -0.1 0.0
0.0 0.0 0.0
-0.1 0.0 0.0
0.0 0.0 0.0
0.0 0.1 0.0
0.0 0.0 0.0
0.0 -0.1 0.0
0.0 0.0 0.0
0.2 0.4 0.0
0.3 -0.9 -0.9
-0.1 -0.1 -0.1
0.0 0.0 0.0
0.0 -0.1 0.0
0.0 0.0 0.0
0.0 0.0 0.0
0.0 0.0 0.0
0.0 0.0 0.0
0.0 0.0 0.0
0.0 0.0 0.0
0.0 0.0 0.0
0.0 0.0 0.0
0.0 0.0 0.0
0.0 0.0 0.0
0.0 0.0 0.0
0.0 0.0 0.0
0.0 0.0 0.0
0.0 0.0 0.1
0.0 0.0 0.0
0.0 0.0 0.0
0.0 0.0 0.0
0.0 0.0 0.0
0.0 0.0 0.0
0.0 0.0 0.0
0.0 0.0 0.0
0.0 0.0 0.0
0.0 0.0 0.0
0.0 0.1 0.1
0.0 0.0 0.0
0.0 0.0 0.0
0.0 0.0 0.0
0.0 0.0 0.0
0.0 0.0 0.0
0.0 0.0 0.0
0.0 0.0 0.0
0.0 0.0 0.0
0.0 0.0 0.0
0.0 0.0 0.0
0.0 0.0 0.0
0.0 0.0 0.0
0.0 0.0 0.0
0.0 0.0 0.0
0.0 0.0 0.0
0.0 0.0 0.0
0.0 0.0 0.0
0.0 0.0 0.0
0.0 0.0 0.0
-0.1 0.1 0.0
0.1 -0.1 0.0
0.0 0.0 0.0
-0.2 0.5 -0.1
0.0 -0.1 0.0
0.0 0.0 0.1
0.5 0.2 0.9
-0.2 0.0 -0.1
-0.1 0.0 0.0
0.1 0.1 0.0
-0.1 0.0 -0.1
0.1 -0.1 0.0
0.1 0.0 0.0
-0.2 0.2 -0.1
0.2 0.0 0.0
0.0 -0.1 0.0
0.0 0.0 0.0
0.1 0.1 0.0
-0.1 -0.1 0.0
0.0 0.0 0.0
0.0 0.0 0.0
0.0 0.0 0.0
0.0 0.0 0.0
0.0 0.0 0.0
0.0 0.0 0.1
0.0 0.0 0.0
0.0 0.0 0.0
0.0 0.0 0.0
0.0 0.0 0.0
0.0 0.0 0.0
0.0 -0.1 0.0
0.0 0.0 -0.1
0.0 0.0 0.0
-0.1 0.0 0.0
0.0 0.0 0.0
0.0 0.0 0.0
0.1 0.0 0.0
0.0 0.0 0.0
0.0 0.0 0.0
0.0 0.0 -0.1
0.0 0.0 0.0
-0.1 0.0 0.0
0.0 0.0 0.0
0.0 0.0 0.0
0.0 0.0 0.0
0.1 0.0 0.0
0.0 0.0 0.0
0.0 0.0 0.0
-0.1 0.0 0.0
0.0 0.0 0.0
0.0 0.0 0.0
0.1 0.0 0.0

For the total energy, the calculation gives -130865.632 eV. The calculation puts the molar mass at 963.10 Da. The calculation puts the HOMO-LUMO gap (spin up / spin down) at 6.707 / 6.707 eV. The net charge is 0.